[1]
C28H32N4O4 in the gas phase at a distorted geometry. Source: the Open Molecules 2025 dataset; level of theory: ωB97M-V with the def2-TZVPD basis set.

Summary:
HOMO level: -0.298 Ha
Relative energy (zero: lowest compared OMol25 entry of this formula, charge and spin): 3.483 eV
SMILES: NC(=O)C[C@@H](NC(=O)Cc1cccc2ccccc12)c1ccc(N2CCCCCCC2)c([N+](=O)[O-])c1
Largest force on an atom: 1.33 eV Å⁻¹
HOMO-LUMO gap: 0.2894 Ha
DFT total energy: -43705.0677 eV

Cartesian coordinates (Å):
N (-5.889, -2.001, -0.647)
C (-5.103, -2.753, 0.143)
O (-5.550, -3.536, 0.956)
C (-3.592, -2.674, -0.087)
H (-3.349, -3.510, -0.748)
C (-3.046, -1.383, -0.695)
N (-3.366, -0.235, 0.140)
C (-4.212, 0.743, -0.236)
O (-4.961, 0.629, -1.191)
C (-4.132, 2.001, 0.615)
C (-2.815, 2.665, 0.299)
C (-2.766, 3.533, -0.765)
C (-1.564, 4.114, -1.186)
C (-0.395, 3.794, -0.558)
C (-0.393, 2.903, 0.533)
C (0.812, 2.552, 1.178)
C (0.823, 1.699, 2.244)
C (-0.385, 1.184, 2.734)
C (-1.570, 1.505, 2.133)
C (-1.618, 2.345, 0.996)
H (-2.486, 1.134, 2.572)
H (-0.375, 0.540, 3.601)
H (1.749, 1.436, 2.735)
H (1.730, 2.989, 0.811)
H (0.542, 4.209, -0.894)
H (-1.568, 4.792, -2.024)
H (-3.676, 3.764, -1.299)
H (-4.231, 1.748, 1.670)
H (-4.958, 2.652, 0.329)
H (-2.738, -0.066, 0.912)
C (-1.542, -1.385, -0.886)
C (-0.953, -0.277, -1.460)
C (0.426, -0.188, -1.649)
C (1.306, -1.173, -1.130)
N (2.651, -1.016, -1.007)
C (3.264, 0.287, -1.177)
C (4.564, 0.526, -0.414)
H (5.302, -0.237, -0.656)
C (4.402, 0.637, 1.100)
C (3.814, -0.606, 1.766)
H (2.762, -0.706, 1.494)
H (3.853, -0.452, 2.847)
C (4.561, -1.896, 1.405)
C (3.789, -2.780, 0.428)
H (2.847, -3.054, 0.904)
H (4.357, -3.700, 0.265)
C (3.514, -2.182, -0.962)
H (4.462, -1.915, -1.432)
H (3.064, -2.964, -1.583)
H (5.547, -1.660, 1.003)
H (4.723, -2.486, 2.310)
H (3.764, 1.493, 1.327)
H (5.386, 0.838, 1.531)
H (4.964, 1.474, -0.781)
H (2.536, 1.035, -0.844)
H (3.463, 0.467, -2.245)
C (0.666, -2.336, -0.650)
C (-0.698, -2.440, -0.534)
H (-1.108, -3.360, -0.151)
H (1.258, -3.182, -0.347)
N (0.833, 0.817, -2.571)
O (1.744, 0.542, -3.339)
O (0.208, 1.863, -2.609)
H (-1.559, 0.534, -1.839)
H (-3.520, -1.204, -1.668)
H (-3.126, -2.863, 0.882)
H (-5.564, -1.175, -1.136)
H (-6.879, -2.052, -0.464)

***

[2]
C28H32N4O4 in the gas phase at a distorted geometry. Source: the Open Molecules 2025 dataset; level of theory: ωB97M-V with the def2-TZVPD basis set.

Summary:
HOMO level: -0.293 Ha
Relative energy (zero: lowest compared OMol25 entry of this formula, charge and spin): 2.584 eV
SMILES: NC(=O)C[C@@H](NC(=O)Cc1cccc2ccccc12)c1ccc(NC2CCCCCC2)c([N+](=O)[O-])c1
Largest force on an atom: 1.37 eV Å⁻¹
HOMO-LUMO gap: 0.2820 Ha
DFT total energy: -43705.9663 eV

Cartesian coordinates (Å):
N (3.940, -1.512, 3.438)
C (2.814, -2.238, 3.283)
O (1.886, -2.146, 4.063)
C (2.835, -3.214, 2.115)
C (1.534, -3.248, 1.299)
N (0.394, -3.442, 2.178)
C (-0.775, -3.941, 1.730)
O (-0.875, -4.631, 0.735)
C (-1.988, -3.468, 2.529)
C (-2.364, -2.194, 1.816)
C (-3.161, -2.298, 0.702)
C (-3.462, -1.188, -0.095)
C (-2.939, 0.035, 0.213)
C (-2.110, 0.193, 1.342)
C (-1.557, 1.452, 1.657)
C (-0.748, 1.616, 2.745)
C (-0.482, 0.522, 3.580)
C (-1.012, -0.708, 3.307)
C (-1.822, -0.927, 2.171)
H (-0.809, -1.513, 3.996)
H (0.145, 0.654, 4.449)
H (-0.319, 2.581, 2.972)
H (-1.786, 2.291, 1.014)
H (-3.153, 0.900, -0.398)
H (-4.100, -1.313, -0.958)
H (-3.553, -3.265, 0.423)
H (-2.787, -4.202, 2.434)
H (-1.746, -3.321, 3.579)
H (0.426, -2.864, 3.011)
C (1.250, -1.993, 0.499)
C (1.628, -0.740, 0.904)
C (1.214, 0.417, 0.228)
C (0.333, 0.327, -0.884)
N (-0.139, 1.420, -1.491)
H (0.213, 2.303, -1.132)
C (-0.941, 1.483, -2.685)
C (-1.690, 2.821, -2.728)
H (-2.302, 2.825, -3.633)
C (-0.828, 4.083, -2.703)
C (0.241, 4.161, -3.792)
C (1.451, 3.270, -3.508)
C (1.307, 1.807, -3.950)
C (-0.113, 1.236, -3.961)
H (-0.024, 0.159, -4.125)
H (-0.670, 1.643, -4.806)
H (1.695, 1.700, -4.965)
H (1.933, 1.187, -3.304)
H (1.668, 3.319, -2.440)
H (2.321, 3.685, -4.021)
H (0.588, 5.196, -3.838)
H (-0.190, 3.922, -4.765)
H (-0.343, 4.192, -1.730)
H (-1.504, 4.935, -2.814)
H (-2.372, 2.860, -1.875)
H (-1.708, 0.699, -2.629)
C (-0.021, -0.979, -1.293)
C (0.418, -2.091, -0.630)
H (0.102, -3.068, -0.962)
H (-0.670, -1.100, -2.144)
N (1.720, 1.634, 0.714)
O (2.540, 1.609, 1.620)
O (1.349, 2.695, 0.205)
H (2.253, -0.588, 1.767)
H (1.564, -4.103, 0.612)
H (2.984, -4.208, 2.546)
H (3.668, -2.996, 1.447)
H (4.682, -1.507, 2.761)
H (3.968, -0.824, 4.174)

***

[3]
A molecular structure, C28H32N5O4PTl at a distorted geometry. Source: the Open Molecules 2025 dataset; level of theory: ωB97M-V with the def2-TZVPD basis set.

Summary:
Net charge: -1
HOMO level: -0.144 Ha
Relative energy (zero: lowest compared OMol25 entry of this formula, charge and spin): 0.553 eV
Largest force on an atom: 1.57 eV Å⁻¹
HOMO-LUMO gap: 0.2324 Ha
DFT total energy: -59179.2471 eV

Cartesian coordinates (Å):
Tl (-0.994, -0.383, -0.906)
N (-0.328, 0.023, -3.637)
C (-1.139, 1.101, -4.182)
C (-1.104, 2.318, -3.256)
N (-1.630, 2.035, -1.939)
C (-3.031, 2.310, -1.705)
C (-3.929, 1.168, -2.172)
N (-3.578, -0.074, -1.505)
H (-0.640, -0.905, -3.891)
H (0.656, 0.123, -3.848)
H (-0.838, 1.416, -5.190)
H (-2.163, 0.732, -4.259)
H (-0.063, 2.631, -3.136)
H (-1.645, 3.148, -3.737)
H (-1.031, 2.399, -1.200)
H (-3.163, 2.448, -0.630)
H (-3.353, 3.235, -2.211)
H (-4.978, 1.454, -2.026)
H (-3.794, 1.024, -3.246)
H (-4.032, -0.184, -0.608)
H (-3.696, -0.914, -2.061)
C (2.901, -2.793, 1.643)
C (3.572, -1.784, 0.959)
C (3.024, -0.511, 0.895)
C (1.820, -0.225, 1.536)
C (1.148, -1.244, 2.205)
C (1.685, -2.524, 2.255)
P (1.123, 1.462, 1.380)
C (2.187, 2.524, 2.415)
C (3.333, 2.078, 3.060)
C (4.122, 2.961, 3.788)
C (3.770, 4.298, 3.875)
C (2.619, 4.751, 3.240)
C (1.830, 3.871, 2.517)
C (-0.482, 1.373, 2.220)
C (-0.508, 1.559, 3.611)
C (-1.720, 1.540, 4.280)
C (-2.884, 1.335, 3.544)
C (-2.812, 1.118, 2.173)
C (-1.615, 1.117, 1.436)
H (3.318, -3.792, 1.685)
H (4.515, -1.994, 0.470)
H (3.524, 0.272, 0.336)
H (0.195, -1.033, 2.675)
H (1.147, -3.314, 2.762)
H (3.610, 1.033, 3.006)
H (5.011, 2.600, 4.289)
H (4.384, 4.985, 4.443)
H (2.334, 5.792, 3.313)
H (0.928, 4.216, 2.028)
H (0.405, 1.719, 4.176)
H (-1.759, 1.690, 5.352)
H (-3.846, 1.336, 4.049)
H (-3.755, 0.931, 1.655)
O (-1.760, -6.647, -2.552)
C (-0.476, -6.603, -2.286)
O (0.221, -7.594, -2.187)
C (0.113, -5.247, -2.107)
C (1.407, -5.048, -1.691)
N (1.591, -3.715, -1.645)
N (0.498, -3.025, -1.998)
C (-0.411, -3.939, -2.289)
C (-1.808, -3.522, -2.686)
O (-2.642, -4.469, -2.750)
O (-2.025, -2.320, -2.902)
H (-2.142, -5.688, -2.630)
H (2.169, -5.761, -1.431)
H (2.391, -3.212, -1.298)
C (1.154, 2.159, -0.179)
H (0.993, 1.453, -0.995)
H (2.076, 2.726, -0.301)

***

Which formula does entry 1 have? C28H32N4O4